# 1
Density functional theory data (the ωB97M-V functional and the def2-TZVPD basis) for 2 unconnected molecules or ions with the total composition CH3Cl3Si.

Geometry as XYZ:
```
8
Properties=species:S:1:pos:R:3
C -0.449 0.380 -1.160
Si -0.326 -1.136 1.931
Cl 0.918 -0.631 -1.580
Cl 0.090 2.111 -0.998
Cl 0.601 0.622 1.848
H -1.163 0.384 -2.042
H 0.983 -2.108 2.001
H -0.654 0.379 0.000
```

Values from the calculation:
HOMO-LUMO gap (Ha): 0.293
Energy relative to the best compared isomer or geometry (same formula, charge and spin) (eV): 6.494
E_tot (eV): -46528.999
LUMO level (eV): -1.011
Strongest force on any atom (hartree/bohr): 0.066



# 2
Density functional theory data (the ωB97M-V functional and the def2-TZVPD basis) for 2 unconnected molecules or ions with the total composition C37H52Br2ClN3O8P2S.

Geometry as XYZ:
```
106
Properties=species:S:1:pos:R:3
C 3.001 -1.469 6.374
C 4.157 -1.919 5.331
O 3.719 -1.533 3.990
C 4.070 -0.145 3.785
C 3.302 0.336 2.457
O 4.144 0.278 1.268
C 3.649 -0.649 0.310
C 2.335 -0.293 -0.485
C 1.811 -1.286 -1.575
C 2.533 -2.639 -1.860
C 1.907 -3.635 -2.968
C 1.284 -4.954 -2.224
C 1.431 -6.163 -3.272
O 1.161 -7.445 -2.651
C 3.839 -2.984 -1.048
P 4.703 -4.644 -1.456
N 4.925 -5.442 -0.059
C 4.430 -1.992 0.031
P 6.034 -2.377 0.995
N 6.812 -1.032 1.434
O 7.148 -3.293 0.083
O 5.602 -3.238 2.417
S 0.280 -0.733 -2.494
C -0.654 0.170 -1.168
C -2.215 0.158 -1.142
C -3.069 -0.626 -2.257
C -2.987 0.912 -0.030
C -4.579 1.019 0.090
C -5.327 -0.388 0.213
C -4.589 -1.642 0.741
C -5.402 -2.959 0.859
C -6.912 -3.004 0.463
C -7.661 -4.420 0.673
C -7.641 -1.737 -0.103
C -6.837 -0.406 -0.230
C -2.154 1.638 1.065
C -0.581 1.639 1.032
C 0.129 2.424 2.244
Br -0.785 4.116 2.745
C 0.253 1.384 3.515
C -0.691 1.820 4.765
Br -0.254 -0.486 3.070
C 0.224 0.919 -0.110
N 1.699 0.987 -0.118
C 2.230 2.138 -0.919
C 1.113 3.008 -1.669
O 0.682 2.579 -2.764
Cl 0.515 4.553 -0.899
H 2.470 -2.404 6.749
H 3.480 -0.833 7.190
H 2.243 -0.827 5.788
H 4.293 -3.065 5.299
H 5.139 -1.362 5.530
H 5.191 -0.017 3.596
H 3.717 0.550 4.639
H 3.002 1.447 2.587
H 2.353 -0.258 2.233
H 2.669 -3.978 -3.744
H 1.034 -3.169 -3.538
H 0.209 -4.779 -1.861
H 1.968 -5.174 -1.336
H 2.470 -6.136 -3.780
H 0.644 -6.044 -4.113
H 0.987 -7.337 -1.687
H 5.941 -4.386 -2.137
H 3.910 -5.477 -2.305
H 5.940 -5.582 0.069
H 6.854 -1.004 2.465
H 7.033 -3.162 -0.884
H 6.314 -3.023 3.068
H -3.971 0.013 -2.538
H -3.436 -1.638 -1.846
H -2.400 -0.755 -3.188
H -4.936 1.510 -0.896
H -4.853 1.694 0.987
H -3.488 -1.522 1.010
H -4.844 -3.876 1.252
H -8.234 -4.337 1.665
H -8.372 -4.576 -0.212
H -6.900 -5.284 0.732
H -8.748 -1.801 -0.410
H -7.366 0.530 -0.632
H -2.715 2.203 1.895
H 1.223 2.703 1.999
H 1.326 1.380 3.943
H -0.246 2.668 5.386
H -1.773 1.979 4.444
H -0.703 0.894 5.461
H 3.052 1.744 -1.629
H 2.787 2.853 -0.197
C -3.396 7.801 -5.324
O -2.608 8.420 -4.317
C -3.097 8.152 -3.004
C -2.267 7.077 -2.311
O -2.428 5.809 -2.943
C -1.327 5.479 -3.780
H -2.853 7.863 -6.268
H -3.585 6.747 -5.101
H -4.347 8.332 -5.430
H -4.158 7.873 -3.034
H -3.011 9.083 -2.436
H -2.624 6.967 -1.282
H -1.210 7.362 -2.274
H -0.465 5.205 -3.166
H -1.061 6.303 -4.448
H -1.608 4.619 -4.390
```

Values from the calculation:
HOMO-LUMO gap (Ha): 0.275
SMILES: CCOCCOc1c2c(c(CCCO)c([PH2]=N)c1P(=N)(O)O)Sc1c(C)c(Cc3ccc(C)cc3)cc([C@@H](Br)[C@@H](C)Br)c1N2CC(=O)Cl.COCCOC
E_tot (eV): -242064.935
LUMO level (eV): -0.866
Strongest force on any atom (hartree/bohr): 0.106



# 3
Density functional theory data (the ωB97M-V functional and the def2-TZVPD basis) for 2 unconnected molecules or ions with the total composition C4H6O2.

Geometry as XYZ:
```
12
Properties=species:S:1:pos:R:3
O 2.585 -1.250 0.595
C 2.361 -0.483 1.404
C -0.299 -0.103 -0.923
C -0.855 -0.657 0.396
O -0.920 0.653 0.977
C -0.307 1.241 -0.180
H -0.172 -1.312 0.950
H 0.678 -0.479 -1.233
H -0.992 -0.162 -1.765
H -1.838 -1.137 0.346
H 0.684 1.654 0.051
H -0.925 2.034 -0.619
```

Values from the calculation:
HOMO-LUMO gap (Ha): 0.396
Energy relative to the best compared isomer or geometry (same formula, charge and spin) (eV): 1.965
E_tot (eV): -8338.496
LUMO level (eV): 1.118
Strongest force on any atom (hartree/bohr): 0.027



# 4
Density functional theory data (the ωB97M-V functional and the def2-TZVPD basis) for a molecular structure, CH9N2O.

Geometry as XYZ:
```
13
Properties=species:S:1:pos:R:3
N -1.700 -0.168 -1.114
H -1.810 0.042 -2.131
H -2.557 0.042 -0.693
H -1.535 -1.162 -1.058
H -0.674 0.412 -0.435
N 0.304 0.803 0.188
C 1.246 -0.368 0.441
O 1.077 -0.782 1.777
H 0.098 1.185 1.091
H 0.830 1.572 -0.346
H 0.821 -1.191 -0.157
H 2.268 -0.150 0.126
H 1.631 -0.235 2.311
```

Values from the calculation:
HOMO-LUMO gap (Ha): 0.457
Energy relative to the best compared isomer or geometry (same formula, charge and spin) (eV): 0.485
E_tot (eV): -6204.133
LUMO level (eV): -3.305
Strongest force on any atom (hartree/bohr): 0.055
Net charge: +1



Look up the strongest force on any atom of the third one.
0.027 hartree/bohr